No. 1
Formula: C17H20F5ORe
Source: the OMol25 dataset
Level of theory: wB97M-V/def2-TZVPD

```
! wB97M-V def2-TZVPD RIJCOSX def2/J DEFGRID3
* xyz -1 4
Re -0.40 0.71 0.20
C -0.65 2.53 -1.07
C -0.11 1.75 -2.15
C -0.92 0.61 -2.34
H 0.73 2.06 -2.76
C -1.98 0.63 -1.36
C -1.90 1.91 -0.68
H -2.68 2.37 -0.10
H -0.30 3.50 -0.73
H -0.85 -0.11 -3.15
H -2.81 -0.07 -1.30
C 0.17 1.15 2.22
C -1.11 1.71 1.93
C -2.01 0.62 1.61
H -1.39 2.75 2.04
C -1.26 -0.60 1.68
C 0.09 -0.27 2.07
H 0.88 -1.00 2.28
H 1.05 1.70 2.57
H -3.07 0.68 1.48
H -1.66 -1.60 1.55
O 1.41 0.20 -0.52
C -0.30 -3.49 -0.39
C 0.70 -2.71 -1.09
C -1.68 -3.63 -0.92
C 0.01 -4.09 0.93
C 1.62 -1.01 -1.16
H 0.43 -2.62 -2.16
H 1.69 -3.21 -0.98
H 2.65 -1.33 -0.91
H 1.56 -0.81 -2.25
H -1.95 -4.68 -0.95
H -1.70 -3.24 -1.93
H -2.43 -3.11 -0.32
H 0.31 -5.14 0.81
H -0.85 -4.06 1.62
H 0.85 -3.56 1.40
F 3.10 2.66 -0.79
C 2.54 2.75 0.41
F 3.19 1.98 1.29
C 2.30 4.18 0.88
F 3.51 4.75 1.06
F 1.61 4.89 -0.07
F 1.60 4.23 2.05
*
```

The calculation puts the HOMO-LUMO gap (spin up / spin down) at 4.71 / 5.33 eV.

No. 2
Formula: C17H20F9NO5S4
Source: the OMol25 dataset
Level of theory: wB97M-V/def2-TZVPD

```
! wB97M-V def2-TZVPD RIJCOSX def2/J DEFGRID3
* xyz 0 1
O 0.15 -1.83 0.73
C -0.25 -1.05 -0.17
C 0.52 -0.98 -1.55
C 0.23 0.09 -2.44
N 0.91 0.23 -3.76
C 0.28 -0.52 -4.63
S -0.57 -0.96 -5.98
C -0.85 1.18 -2.01
O -0.92 2.26 -2.62
C -1.85 0.98 -0.76
C -3.09 1.91 -0.47
F -3.53 1.72 0.87
F -2.56 3.26 -0.48
C -4.26 1.90 -1.55
F -5.40 2.57 -1.04
F -3.81 2.68 -2.66
C -4.63 0.47 -2.16
F -5.78 0.69 -2.98
F -3.65 -0.04 -3.05
C -5.11 -0.63 -1.07
F -4.10 -1.58 -0.86
F -6.18 -1.33 -1.68
F -5.64 -0.08 0.10
C -1.54 -0.14 0.07
H 1.31 -1.77 -1.81
H -2.23 -0.35 0.96
C 3.47 3.96 -0.33
S 1.92 3.56 -1.16
O 2.07 2.21 -1.78
C 2.09 4.79 -2.48
H 3.59 3.29 0.52
H 4.31 3.83 -1.02
H 3.44 4.99 0.03
H 3.01 4.61 -3.04
H 2.10 5.79 -2.04
H 1.23 4.69 -3.15
C 1.58 -0.92 4.29
S 0.38 0.17 3.49
O 1.12 0.98 2.48
C 0.09 1.22 4.93
H 1.93 -1.64 3.56
H 2.43 -0.33 4.66
H 1.10 -1.44 5.12
H 1.03 1.68 5.25
H -0.34 0.63 5.74
H -0.61 2.01 4.65
C 3.38 -6.44 1.01
S 2.17 -5.35 0.21
O 2.91 -4.53 -0.80
C 1.88 -4.30 1.65
H 3.73 -7.16 0.27
H 4.22 -5.85 1.38
H 2.90 -6.97 1.84
H 2.82 -3.85 1.98
H 1.45 -4.90 2.46
H 1.18 -3.52 1.37
*
```

The calculation puts the HOMO-LUMO gap at 7.17 eV.